[1]
C6H16F7MgNO8S2V | ωB97M-V with the def2-TZVPD basis set

⟨S²⟩: 6.004
Net charge: +1
2S+1: 5

```
42
Properties=species:S:1:pos:R:3:forces:R:3:lowdin_charge:R:1
Mg -0.011 3.130 1.022 -0.324 -0.388 0.088 0.856
V -1.391 -0.715 -0.003 1.874 0.499 0.179 1.069
C 2.158 -0.815 -2.508 -0.611 -1.331 -0.242 -0.621
F 3.442 -0.853 -2.769 -0.129 0.184 0.023 0.189
F 1.634 0.369 -2.820 0.312 0.224 0.631 0.141
F 1.494 -1.707 -3.270 0.641 0.505 0.703 0.121
S 1.951 -1.215 -0.597 0.250 2.851 2.026 0.772
O 3.028 -2.025 -0.052 -1.850 1.021 -1.720 -0.237
O 1.829 0.118 0.069 -0.355 -2.165 -1.843 -0.353
N 0.318 -1.922 -0.591 2.635 1.694 -0.427 -0.379
S 0.746 -3.448 -0.615 2.551 -5.427 2.361 0.605
O 1.604 -3.880 -1.722 -2.180 1.226 0.710 -0.266
O 1.292 -3.943 0.680 -2.289 1.310 -2.138 -0.294
C -0.963 -4.255 -0.754 2.014 -1.152 0.345 -0.566
F -1.773 -3.689 0.200 -0.168 -0.249 -1.563 0.080
F -1.394 -4.125 -2.026 -0.540 -0.158 1.655 0.133
F -0.782 -5.558 -0.406 -0.785 1.841 -0.908 0.139
F -0.669 1.248 0.696 -0.679 -0.858 -0.591 -0.507
C 2.967 3.609 -0.097 2.483 0.599 -0.755 -0.132
O 1.763 2.911 -0.006 -1.221 0.249 0.432 -0.253
H 3.375 3.466 -1.097 -0.024 0.081 -0.129 0.095
H 2.956 4.688 0.058 -1.006 -0.133 0.123 0.092
H 3.746 3.249 0.575 -0.285 -0.342 0.305 0.096
H 1.897 2.026 -0.352 0.028 -0.787 0.039 0.040
C -2.231 3.894 3.215 -1.256 1.413 1.241 -0.156
O -1.979 3.364 1.966 1.062 -1.171 -1.858 -0.253
H -3.218 4.329 3.059 -0.167 0.333 1.069 0.097
H -2.259 3.114 3.976 0.173 0.246 0.225 0.092
H -1.546 4.713 3.437 0.143 -0.343 0.098 0.087
H -2.788 2.890 1.761 0.100 -0.374 -0.688 0.093
C -0.812 -0.847 2.947 -0.552 -0.434 1.023 -0.063
O -1.168 -1.784 1.884 0.291 1.577 -0.079 -0.214
H -1.365 0.085 2.829 -0.113 -0.188 -0.064 0.068
H -1.122 -1.366 3.854 0.040 0.502 0.243 0.102
H 0.240 -0.586 3.061 0.130 -0.493 -0.710 0.104
H -1.421 -2.611 2.302 0.046 -0.205 -0.383 0.110
C -1.662 -0.638 -3.205 -0.641 1.018 -0.815 -0.059
O -1.348 0.118 -2.020 -0.200 -0.788 1.365 -0.216
H -2.503 -0.159 -3.707 -0.134 0.022 0.046 0.096
H -0.841 -0.601 -3.922 0.163 -0.495 0.363 0.094
H -2.010 -1.633 -2.927 0.574 0.021 0.089 0.088
H -1.186 1.057 -2.128 -0.001 0.066 -0.469 0.110
```
Forces are in eV/Å.


[2]
C16H17N | ωB97M-V with the def2-TZVPD basis set

Energy above the lowest of the compared OMol25 structures with the same formula, charge and spin: 27.92 kcal per mole
SMILES: Cc1c[nH]c2ccccc12.Cc1ccccc1
2S+1: 1

```
34
Properties=species:S:1:pos:R:3:forces:R:3:lowdin_charge:R:1
C -2.592 0.200 -1.215 -0.428 -0.044 0.217 -0.038
C -2.656 -1.114 -0.478 -0.010 0.094 -0.897 -0.223
C -3.651 -2.048 -0.549 1.295 1.138 0.027 -0.065
N -3.229 -3.224 0.062 0.465 -0.520 0.895 0.051
C -1.933 -3.012 0.592 -0.773 -0.126 -0.663 -0.191
C -1.186 -3.880 1.425 -0.425 1.713 -0.604 -0.016
C 0.025 -3.363 1.845 -0.242 -0.583 0.871 -0.101
C 0.471 -2.091 1.466 0.174 -1.226 0.463 -0.103
C -0.316 -1.279 0.715 0.216 1.299 -0.290 -0.042
C -1.554 -1.706 0.221 0.558 -0.905 1.018 -0.130
H -1.690 0.737 -0.930 -0.020 0.184 0.003 0.058
H -3.465 0.820 -1.017 0.042 0.159 0.216 0.074
H -2.590 0.075 -2.304 0.210 -0.223 0.200 0.081
H -4.639 -1.759 -0.866 -0.231 -0.907 -0.306 0.118
H -3.290 -4.115 -0.405 -0.789 -0.072 0.051 0.141
H -1.671 -4.729 1.869 0.175 -0.460 -0.064 0.103
H 0.538 -3.852 2.672 0.193 -0.224 -0.436 0.101
H 1.435 -1.785 1.851 -0.142 0.322 -0.026 0.092
H 0.083 -0.281 0.634 -0.458 0.287 -0.507 0.087
C 1.221 4.344 -0.970 -0.141 0.984 0.124 -0.060
C 1.859 3.044 -0.628 0.259 -0.684 -0.359 -0.292
C 1.486 1.823 -1.219 -0.443 0.887 0.608 -0.052
C 1.931 0.632 -0.685 -0.149 0.478 0.232 -0.116
C 2.809 0.612 0.405 0.700 0.210 -1.257 -0.085
C 3.493 1.796 0.699 -1.202 -0.116 -0.192 -0.066
C 2.926 3.001 0.240 0.833 -0.315 0.885 -0.064
H 1.560 5.139 -0.297 0.109 -0.214 0.043 0.075
H 0.131 4.356 -0.865 0.112 -0.304 -0.255 0.082
H 1.499 4.699 -1.963 -0.198 -0.186 -0.179 0.082
H 0.711 1.850 -1.973 0.049 -0.203 -0.250 0.108
H 1.547 -0.269 -1.119 -0.086 -0.486 0.109 0.098
H 3.005 -0.354 0.840 0.538 -0.002 0.152 0.087
H 4.415 1.821 1.260 -0.211 -0.072 0.481 0.098
H 3.318 3.910 0.686 0.021 0.118 -0.309 0.108
```
Forces are in eV/Å.


[3]
C5H14N | ωB97M-V with the def2-TZVPD basis set

Energy above the lowest of the compared OMol25 structures with the same formula, charge and spin: 140.38 kcal per mole
Net charge: +1
2S+1: 1

```
20
Properties=species:S:1:pos:R:3:forces:R:3:lowdin_charge:R:1
C 2.963 -0.448 -0.081 -2.745 0.842 1.931 -0.094
C -0.228 0.163 1.223 -5.271 1.444 -0.613 0.178
C -1.153 0.358 -0.008 2.153 -0.401 -0.720 -0.456
C -0.772 -0.698 -1.066 -1.836 1.141 -2.127 -0.084
C -2.708 0.327 0.275 1.406 -1.257 1.750 -0.010
N 1.987 0.633 -0.471 -0.293 0.438 1.882 0.055
H 3.182 -0.967 -0.951 0.713 -0.862 -1.906 0.068
H 3.827 -0.097 0.446 0.377 0.083 0.239 0.081
H -0.403 -0.820 1.670 1.830 -0.379 -0.221 0.125
H 1.076 0.602 0.421 1.358 0.170 -1.276 0.103
H -0.949 1.378 -0.372 -0.007 -0.305 -0.073 0.136
H -1.217 -0.412 -2.101 0.814 -0.248 1.691 0.132
H -1.206 -1.672 -0.895 -0.023 -0.316 0.545 0.078
H 0.280 -0.758 -1.183 0.776 -0.220 -0.240 0.028
H -2.817 0.798 1.271 -0.689 -0.474 -0.437 0.085
H -3.137 0.995 -0.462 -0.312 -0.371 -0.228 0.091
H -3.007 -0.785 0.256 -0.039 2.042 0.044 0.123
H -0.516 0.956 1.955 1.694 -0.125 -0.310 0.121
H 2.455 1.607 -0.463 -1.020 -1.712 0.570 0.138
H 2.341 -1.157 0.535 1.114 0.508 -0.502 0.102
```
Forces are in eV/Å.


[4]
C6H13N3 | ωB97M-V with the def2-TZVPD basis set

Energy above the lowest of the compared OMol25 structures with the same formula, charge and spin: 0.00 kcal per mole
SMILES: Cc1c[nH]cn1.CCN
2S+1: 1

```
22
Properties=species:S:1:pos:R:3:forces:R:3:lowdin_charge:R:1
C 0.241 5.233 -0.645 -0.134 0.107 -0.130 -0.063
C 1.097 4.180 -0.022 0.160 -0.462 -0.026 -0.380
C 1.319 2.886 -0.450 -0.060 0.394 0.150 -0.084
N 2.180 2.337 0.470 0.101 0.404 0.264 0.027
C 2.446 3.292 1.404 -0.407 0.144 -0.510 -0.206
N 1.807 4.419 1.135 0.187 -0.465 0.021 0.076
H -0.240 4.846 -1.559 0.167 0.190 0.349 0.072
H 0.850 6.112 -0.913 -0.298 -0.275 0.113 0.075
H -0.546 5.551 0.059 0.294 -0.036 -0.299 0.075
H 0.948 2.325 -1.307 0.163 0.267 0.368 0.113
H 2.553 1.384 0.457 0.030 -0.055 -0.015 0.067
H 3.107 3.115 2.252 -0.259 0.095 -0.326 0.112
C 0.612 -0.790 0.878 -0.221 0.115 -0.049 -0.109
C 1.962 -0.884 1.571 -0.186 -0.023 0.453 -0.339
N 3.012 -0.373 0.681 0.629 -0.649 -0.111 -0.045
H 0.408 0.255 0.590 -0.005 -0.430 0.089 0.059
H -0.195 -1.135 1.547 0.304 0.115 -0.312 0.078
H 0.604 -1.414 -0.032 -0.067 0.192 0.288 0.075
H 1.958 -0.246 2.475 0.003 -0.323 -0.359 0.112
H 2.135 -1.928 1.896 0.039 0.382 -0.074 0.104
H 3.929 -0.435 1.138 -0.426 0.013 -0.240 0.091
H 3.072 -0.964 -0.156 -0.014 0.301 0.355 0.090
```
Forces are in eV/Å.


| no. | total energy (Eh) |
| --- | --- |
| 1 | -3534.11415 |
| 2 | -674.61213 |
| 3 | -253.19455 |
| 4 | -400.69301 |